# 1
DFT (ωB97M-V/def2-TZVPD) results for 3 unconnected molecules or ions with the total composition C5H14O2.

ΔE to the lowest compared entry with this formula, charge and spin   41.4 kcal per mole
Charge   +1
Multiplicity   2
Total energy   -9496.423 eV

Each line ends with the Mulliken spin population.
Positions of all 21 atoms, in Å:
O1 6.01 -0.50 2.58  0.00
O2 3.99 1.81 1.46  0.00
C1 -1.72 -0.02 -1.81  0.37
C2 -2.13 0.86 0.49  0.02
C3 -2.40 -0.60 -2.95  0.04
C4 -1.89 -1.75 0.18  0.03
C5 -1.78 -0.38 -0.50  0.35
H1 -1.91 -0.19 -3.83  0.02
H2 4.07 2.59 1.98  0.00
H3 -1.42 1.02 -2.05  0.03
H4 4.88 1.87 1.02  0.00
H5 -3.49 -0.32 -2.77  0.05
H6 -1.46 0.76 1.34  0.03
H7 -1.79 -2.63 -0.39  0.00
H8 5.65 0.46 2.32  0.00
H9 -1.68 1.73 -0.14  0.00
H10 -1.19 -1.71 0.99  0.02
H11 -3.26 0.85 0.76  0.01
H12 -2.78 -1.80 0.83  0.03
H13 -2.44 -1.66 -2.87  0.01
H14 6.71 -0.38 3.35  0.00


# 2
DFT (ωB97M-V/def2-TZVPD) results for 2 unconnected molecules or ions with the total composition C6H12O.

ΔE to the lowest compared entry with this formula, charge and spin   28.5 kcal per mole
Total energy   -8463.119 eV

Each line ends with the natural charge from an NBO analysis.
Positions of all 19 atoms, in Å:
O1 -1.24 2.18 -0.23  -0.52
C1 -1.12 0.01 0.80  -0.55
C2 -1.36 -2.21 -0.47  -0.65
C3 -0.45 -1.16 0.12  0.02
C4 2.31 2.11 -0.02  -0.86
C5 -1.59 1.03 -0.21  0.46
C6 0.88 -1.24 0.04  -0.39
H1 -0.45 0.52 1.50  0.24
H2 2.54 1.54 -0.92  0.21
H3 2.70 1.59 0.86  0.20
H4 1.52 -0.48 0.48  0.20
H5 1.37 -2.07 -0.47  0.20
H6 -2.29 0.65 -0.98  0.10
H7 -0.81 -2.93 -1.08  0.22
H8 2.78 3.10 -0.09  0.22
H9 -1.87 -2.77 0.33  0.22
H10 1.23 2.23 0.07  0.23
H11 -2.00 -0.34 1.37  0.23
H12 -2.14 -1.77 -1.09  0.21


# 3
DFT (ωB97M-V/def2-TZVPD) results for a molecular structure, C19H25N6O7Tc.

ΔE to the lowest compared entry with this formula, charge and spin   0.9 kcal per mole
Charge   +3
Multiplicity   4
Total energy   -45537.977 eV

Each line ends with the Mulliken spin population.
Positions of all 58 atoms, in Å:
Tc1 0.27 1.03 0.56  2.09
O1 -0.41 -3.20 3.16  0.00
O2 1.84 2.82 3.93  0.04
O3 3.26 0.22 7.54  0.00
O4 0.68 -1.67 0.98  0.10
O5 1.06 1.96 2.15  0.00
O6 2.94 -1.91 7.70  0.00
O7 1.39 -4.24 3.73  0.00
N1 2.89 -0.85 7.13  0.00
N2 -1.70 -0.02 -4.05  0.00
N3 1.48 1.85 3.37  0.00
N4 0.75 -3.25 3.50  0.00
N5 -0.31 0.60 -1.54  -0.02
N6 -1.20 0.31 1.89  -0.04
C1 2.72 -1.02 -0.18  0.49
C2 -2.15 -0.62 1.21  0.01
C3 1.51 -1.96 3.76  0.02
C4 2.16 0.43 5.13  -0.01
C5 2.31 -0.85 5.77  0.01
C6 1.48 -0.97 1.93  -0.06
C7 0.80 -0.60 3.23  -0.01
C8 1.52 0.52 3.94  0.01
C9 3.40 -2.13 0.34  -0.13
C10 1.52 -0.55 0.55  -0.06
C11 2.56 -1.75 2.59  0.04
C12 -1.36 1.50 -2.11  -0.01
C13 -1.44 1.40 -3.63  0.00
C14 -0.66 -0.95 -3.47  0.00
C15 2.02 -2.00 5.16  0.00
C16 -0.59 -0.81 -1.96  0.02
C17 -0.71 -0.34 3.19  0.00
C18 -1.97 1.55 2.22  0.00
C19 3.25 -2.65 1.62  0.45
H1 3.76 -3.55 1.93  -0.01
H2 -1.32 2.29 2.70  0.00
H3 -1.63 -1.53 0.93  -0.01
H4 -1.26 -1.26 3.31  0.00
H5 0.29 -0.69 -3.95  0.00
H6 -2.97 -0.86 1.89  0.00
H7 -2.63 -0.32 -3.75  0.00
H8 -0.99 0.33 4.00  0.00
H9 -2.25 2.02 -4.02  0.00
H10 -1.69 -0.09 -5.07  0.00
H11 3.00 -0.62 -1.14  0.01
H12 -0.92 -1.97 -3.76  0.00
H13 -1.54 -1.10 -1.50  0.00
H14 2.19 -2.95 5.66  0.00
H15 3.31 -1.06 3.00  0.04
H16 -1.16 2.54 -1.85  0.01
H17 -2.40 1.97 1.31  0.01
H18 4.12 -2.62 -0.31  0.00
H19 -2.31 1.22 -1.66  0.00
H20 -2.56 -0.11 0.34  0.01
H21 0.18 -1.46 -1.57  -0.02
H22 2.59 1.30 5.61  0.00
H23 -0.51 1.70 -4.11  0.00
H24 -2.79 1.32 2.90  0.00
H25 0.57 0.85 -2.00  0.01


# 4
DFT (ωB97M-V/def2-TZVPD) results for a molecular structure, C24H39AlBrCaF2N4O9P2S.

Charge   +1
Total energy   -179799.853 eV

Each line ends with the Mulliken charge.
Positions of all 84 atoms, in Å:
Br1 -4.32 -5.70 -4.74  -0.23
Ca1 3.58 -10.56 -4.61  1.59
S1 1.42 6.69 1.67  1.07
P1 -3.30 -6.65 -2.90  0.30
P2 5.88 -8.51 -4.18  0.39
Al1 -3.32 3.05 -0.87  0.24
F1 4.78 -8.40 -0.24  -0.74
F2 -0.02 -7.08 0.26  -0.76
O1 -1.49 3.44 -0.84  -0.18
O2 1.95 6.22 0.41  -0.64
O3 1.87 9.09 5.64  -0.43
O4 -5.42 -2.47 1.85  -0.26
O5 -1.53 -5.49 -6.31  -0.57
O6 -3.10 -5.43 -1.64  -0.34
O7 1.11 8.09 1.92  -0.70
O8 -5.07 -1.22 3.69  -0.30
O9 -5.60 -0.19 1.72  -0.61
N1 2.99 -8.32 -4.69  -0.93
N2 6.91 -7.30 -3.80  -0.61
N3 -1.83 -1.80 -1.66  0.11
N4 2.35 -7.22 -1.61  -0.19
C1 -0.23 -6.98 -2.35  -0.48
C2 -3.38 -0.64 -0.56  -0.75
C3 1.34 -7.40 -2.71  0.33
C4 -5.12 -2.57 4.11  -0.31
C5 1.62 10.33 5.23  0.74
C6 2.53 11.28 6.02  -1.29
C7 2.46 6.07 2.99  -0.56
C8 3.70 -7.60 -2.15  -0.39
C9 -0.70 3.57 -2.01  -0.14
C10 1.98 10.41 3.74  -1.02
C11 -2.44 0.27 -1.09  0.47
C12 0.36 -8.12 -5.28  -0.40
C13 4.05 -8.12 -3.65  0.22
C14 -1.49 -7.15 -3.41  0.20
C15 0.54 4.52 2.85  -0.52
C16 -1.49 -0.47 -1.76  -0.71
C17 -0.02 5.71 2.08  -0.09
C18 -1.22 -7.75 -4.92  -0.44
C19 1.62 -7.95 -4.21  0.43
C20 -2.98 -1.91 -0.93  -0.71
C21 -4.89 -3.33 2.84  -0.30
C22 -5.38 -1.20 2.36  0.67
C23 0.48 4.48 -1.74  -1.17
C24 1.59 5.10 3.80  -0.68
H1 2.80 6.91 3.60  0.28
H2 3.02 10.13 3.54  0.32
H3 4.62 -7.48 -1.39  0.48
H4 2.30 11.26 7.09  0.35
H5 -2.06 -7.93 -5.73  0.27
H6 -1.80 4.33 -0.59  0.37
H7 6.30 -9.79 -3.59  0.11
H8 0.63 -8.54 -6.37  0.24
H9 -6.10 -2.77 4.55  0.27
H10 3.60 11.04 5.91  0.34
H11 -3.42 -2.88 -0.73  0.60
H12 1.84 11.43 3.37  0.41
H13 -0.36 2.58 -2.30  0.23
H14 1.10 4.59 -2.63  0.41
H15 0.61 10.74 5.32  0.21
H16 1.02 3.82 2.15  0.22
H17 -1.32 -2.57 -2.07  0.16
H18 -2.44 1.34 -0.99  0.22
H19 1.34 9.75 3.14  0.17
H20 -0.67 6.32 2.71  0.39
H21 2.20 4.32 4.25  0.36
H22 -4.34 -2.77 4.86  0.30
H23 7.66 -7.67 -3.18  0.27
H24 -2.10 -5.13 -5.66  0.24
H25 -0.54 5.42 1.17  -0.29
H26 0.14 5.48 -1.43  0.29
H27 -1.33 3.97 -2.81  0.39
H28 1.09 5.64 4.61  0.29
H29 -4.26 -0.40 0.03  0.53
H30 1.10 4.08 -0.93  0.27
H31 -2.50 -4.72 -2.04  0.24
H32 2.40 12.31 5.67  0.36
H33 -0.49 -6.54 -1.29  0.63
H34 -3.83 -3.50 2.64  0.27
H35 -5.41 -4.29 2.84  0.30
H36 3.31 5.56 2.54  0.38
H37 -0.60 -0.17 -2.31  0.37
H38 -0.24 3.99 3.39  0.42
H39 5.93 -8.63 -5.64  0.10


# 5
DFT (ωB97M-V/def2-TZVPD) results for 3 unconnected molecules or ions with the total composition C26H44ClN6O5P3.

Total energy   -87219.169 eV

Each line ends with the Mulliken charge.
Positions of all 85 atoms, in Å:
Cl1 -0.95 -1.25 3.83  -0.26
P1 -0.14 -1.96 1.96  0.35
P2 3.89 -0.88 -2.95  0.97
P3 -6.91 -0.79 3.11  0.76
O1 0.49 -3.56 2.27  -0.54
O2 -6.28 -0.70 1.70  -0.87
O3 5.47 3.13 1.77  -0.56
O4 0.68 3.65 -0.68  -0.56
O5 2.84 -0.99 -1.82  -0.84
N1 -7.16 0.90 3.19  0.21
N2 4.36 -2.51 -2.91  0.22
N3 -5.50 -1.30 3.90  0.24
N4 5.10 -0.74 -4.25  0.01
N5 -7.65 -0.89 4.73  0.05
N6 2.70 -0.54 -4.13  0.23
C1 -8.58 -2.02 4.79  -1.08
C2 -4.73 -0.54 4.87  -1.03
C3 0.92 0.55 0.60  -0.50
C4 1.87 3.01 -0.63  0.20
C5 4.36 -3.17 -1.60  -0.90
C6 4.70 2.71 0.76  0.03
C7 2.12 1.67 0.34  0.32
C8 6.26 0.03 -3.78  -1.16
C9 3.61 1.48 1.08  0.44
C10 4.57 4.58 -3.71  -0.31
C11 3.14 4.15 -2.99  -0.49
C12 4.84 -0.39 -5.64  -0.96
C13 3.97 0.19 2.06  -0.55
C14 6.05 4.36 -3.01  -0.40
C15 2.10 0.79 -3.97  -1.05
C16 -8.20 0.22 5.50  -0.99
C17 2.76 -0.93 2.33  -0.37
C18 1.65 -1.49 -4.47  -1.08
C19 -4.60 -2.18 3.16  -0.93
C20 4.70 3.32 -0.77  0.40
C21 4.12 -3.50 -3.94  -1.10
C22 1.30 -0.70 1.61  0.31
C23 3.21 3.50 -1.48  0.32
C24 6.12 3.71 -1.49  -0.42
C25 -8.21 1.36 2.27  -1.20
C26 -6.06 1.85 3.16  -1.08
H1 -3.96 -2.77 3.83  0.34
H2 -5.40 1.73 4.02  0.28
H3 3.36 -3.50 -1.32  0.27
H4 -9.10 0.64 5.03  0.31
H5 -5.46 1.77 2.24  0.29
H6 -6.43 2.88 3.25  0.39
H7 -0.13 -4.24 1.85  0.36
H8 4.86 -4.31 -3.87  0.38
H9 1.44 0.83 -3.10  0.32
H10 5.03 -4.04 -1.59  0.35
H11 5.05 0.06 2.55  0.29
H12 4.12 -1.07 -6.11  0.30
H13 -8.12 -2.91 4.35  0.34
H14 4.24 -3.10 -4.95  0.25
H15 4.49 0.64 -5.75  0.27
H16 -8.49 -0.11 6.51  0.39
H17 4.74 -2.49 -0.83  0.24
H18 7.08 4.64 -3.51  0.30
H19 -4.02 0.13 4.38  0.36
H20 -9.10 0.73 2.37  0.36
H21 3.13 -3.95 -3.85  0.38
H22 1.53 1.08 -4.86  0.40
H23 -9.49 -1.80 4.22  0.34
H24 -4.15 -1.22 5.52  0.36
H25 7.12 -0.09 -4.44  0.39
H26 5.76 -0.50 -6.24  0.40
H27 2.89 1.54 -3.83  0.15
H28 -0.14 0.67 0.08  0.29
H29 -7.88 1.33 1.23  0.33
H30 6.01 1.09 -3.69  0.38
H31 2.10 4.32 -3.55  0.34
H32 1.03 -1.74 -3.61  0.24
H33 -3.96 -1.61 2.48  0.27
H34 2.97 -1.84 3.03  0.32
H35 1.01 -1.09 -5.27  0.40
H36 -8.52 2.39 2.51  0.34
H37 -8.85 -2.27 5.82  0.37
H38 2.06 -2.40 -4.89  0.32
H39 -5.36 0.04 5.55  0.26
H40 7.14 3.55 -0.91  0.33
H41 -5.17 -2.91 2.56  0.30
H42 4.51 5.08 -4.79  0.28
H43 -7.47 1.02 5.66  0.30
H44 6.57 -0.33 -2.79  0.34


# 6
DFT (ωB97M-V/def2-TZVPD) results for a molecular structure, C24H36IrN8PS4Te.

ΔE to the lowest compared entry with this formula, charge and spin   9.2 kcal per mole
Charge   +1
Multiplicity   2
Total energy   -100149.578 eV

Each line ends with the Mulliken spin population.
Positions of all 75 atoms, in Å:
Ir1 0.39 -0.26 0.24  0.02
Te1 -0.91 2.34 -2.70  0.88
S1 2.32 -0.42 1.54  0.00
S2 1.76 0.63 -1.50  0.01
S3 -2.37 4.98 -4.07  0.01
S4 -1.45 -0.85 -1.39  0.01
P1 -1.09 -0.91 2.04  0.00
N1 -0.59 -4.50 -2.51  0.00
N2 1.17 -2.07 -0.61  0.00
N3 0.32 -2.88 -1.37  0.00
N4 7.21 3.43 -1.94  0.00
N5 -1.39 -3.38 -2.48  0.00
N6 -0.59 2.74 0.50  0.02
N7 0.34 1.74 0.96  -0.01
N8 7.77 2.35 1.97  0.00
C1 -3.86 3.29 -2.88  0.06
C2 0.46 -4.18 -1.83  0.00
C3 -2.33 0.48 2.24  0.00
C4 -0.40 -1.04 3.75  0.00
C5 1.64 -5.04 -1.55  0.00
C6 3.25 1.02 -0.62  0.00
C7 -3.10 0.81 0.96  -0.01
C8 -2.16 -2.44 1.89  0.00
C9 -4.05 5.23 -4.11  0.09
C10 -3.34 0.34 3.38  0.00
C11 6.82 2.07 1.38  0.00
C12 4.23 1.75 -1.29  0.00
C13 -4.72 4.26 -3.43  -0.02
C14 6.41 2.83 -1.37  0.00
C15 -0.86 -2.38 -1.78  0.00
C16 0.58 -2.20 3.91  0.00
C17 5.62 1.71 0.68  0.00
C18 -1.45 -3.62 1.23  0.00
C19 5.41 2.09 -0.65  0.00
C20 0.21 0.27 4.26  0.00
C21 -2.53 3.54 -3.14  -0.07
C22 -2.76 -2.95 3.21  0.00
C23 4.64 0.98 1.35  0.00
C24 3.47 0.62 0.70  0.00
H1 -1.52 2.51 0.82  -0.01
H2 1.46 -6.01 -2.00  0.00
H3 -4.46 6.08 -4.62  0.00
H4 0.41 1.72 1.97  0.00
H5 -2.16 -4.44 1.11  0.00
H6 -4.19 2.43 -2.31  0.01
H7 -5.80 4.24 -3.34  0.00
H8 2.54 -4.61 -1.98  0.00
H9 -0.31 3.64 0.87  0.00
H10 -3.25 -2.19 3.81  0.00
H11 -3.69 1.72 1.12  0.00
H12 -2.47 0.97 0.09  0.01
H13 1.24 2.06 0.61  0.00
H14 -4.08 -0.43 3.15  0.00
H15 4.07 2.06 -2.31  0.00
H16 -2.89 0.12 4.35  0.00
H17 -3.50 -3.71 2.97  0.00
H18 0.12 -3.16 3.68  0.00
H19 1.46 -2.09 3.28  0.00
H20 4.81 0.67 2.37  0.00
H21 -1.27 -1.26 4.36  0.00
H22 -2.27 -3.38 -2.98  0.00
H23 1.08 0.57 3.68  0.00
H24 -2.97 -2.11 1.23  0.00
H25 1.70 -2.60 0.08  0.00
H26 -2.00 -3.43 3.83  0.00
H27 -1.07 -3.37 0.25  0.00
H28 -0.52 1.08 4.29  0.00
H29 1.83 -1.60 -1.25  0.00
H30 0.56 0.12 5.29  0.00
H31 -3.88 1.28 3.48  0.00
H32 -3.80 0.01 0.72  0.00
H33 -0.62 -3.98 1.83  0.00
H34 1.78 -5.17 -0.48  0.00
H35 -1.69 1.34 2.50  0.00
H36 0.92 -2.24 4.94  0.00


# 7
DFT (ωB97M-V/def2-TZVPD) results for a molecular structure, C6H9NO3S.

ΔE to the lowest compared entry with this formula, charge and spin   92.7 kcal per mole
Total energy   -24831.782 eV

Each line ends with the natural charge from an NBO analysis.
Positions of all 20 atoms, in Å:
S1 -2.55 -0.27 0.19  2.14
O1 -3.33 0.05 1.34  -0.88
O2 -2.34 0.75 -0.81  -0.91
O3 -0.75 1.11 1.20  -0.28
N1 -0.55 -0.23 1.22  -0.22
C1 -2.64 -1.83 -0.32  -0.93
C2 0.87 0.69 -0.23  -0.36
C3 1.03 -1.84 0.18  -0.65
C4 -0.23 3.08 -0.05  -0.68
C5 0.04 1.67 0.29  0.41
C6 0.46 -0.49 0.39  0.21
H1 -2.63 -2.51 0.51  0.23
H2 -1.02 3.09 -0.80  0.26
H3 -1.96 -2.04 -1.13  0.22
H4 0.65 3.59 -0.44  0.23
H5 1.63 0.82 -0.98  0.24
H6 0.76 -2.50 1.00  0.24
H7 -0.61 3.60 0.83  0.24
H8 0.66 -2.25 -0.76  0.24
H9 2.11 -1.76 0.11  0.24


# 8
DFT (ωB97M-V/def2-TZVPD) results for a single C5H8OS2 molecule.

ΔE to the lowest compared entry with this formula, charge and spin   100.0 kcal per mole
Total energy   -29028.343 eV

Each line ends with the natural charge from an NBO analysis.
Positions of all 16 atoms, in Å:
S1 -2.31 -0.30 -0.33  0.26
S2 1.11 -1.08 -1.01  0.16
O1 -0.39 1.66 -0.14  -0.57
C1 -0.06 -1.85 0.23  -0.39
C2 -1.34 -1.65 0.22  -0.38
C3 1.78 0.41 -0.10  -0.58
C4 -1.27 0.97 -1.05  -0.23
C5 0.70 0.94 0.66  -0.09
H1 0.56 -2.40 1.13  0.24
H2 0.29 0.09 1.10  0.19
H3 -0.79 0.48 -1.95  0.21
H4 -1.98 -2.04 1.11  0.25
H5 -1.95 1.75 -1.25  0.22
H6 2.50 1.07 -0.60  0.26
H7 2.59 -0.01 0.48  0.24
H8 0.57 1.95 1.50  0.24


Which value of total energy does entry 2 give?
-8463.119 eV


Among the records above, which one has the highest total energy?
C6H12O


What did the fifth record say?
DFT (ωB97M-V/def2-TZVPD) results for 3 unconnected molecules or ions with the total composition C26H44ClN6O5P3.

Total energy   -87219.169 eV

Each line ends with the Mulliken charge.
Positions of all 85 atoms, in Å:
Cl1 -0.95 -1.25 3.83  -0.26
P1 -0.14 -1.96 1.96  0.35
P2 3.89 -0.88 -2.95  0.97
P3 -6.91 -0.79 3.11  0.76
O1 0.49 -3.56 2.27  -0.54
O2 -6.28 -0.70 1.70  -0.87
O3 5.47 3.13 1.77  -0.56
O4 0.68 3.65 -0.68  -0.56
O5 2.84 -0.99 -1.82  -0.84
N1 -7.16 0.90 3.19  0.21
N2 4.36 -2.51 -2.91  0.22
N3 -5.50 -1.30 3.90  0.24
N4 5.10 -0.74 -4.25  0.01
N5 -7.65 -0.89 4.73  0.05
N6 2.70 -0.54 -4.13  0.23
C1 -8.58 -2.02 4.79  -1.08
C2 -4.73 -0.54 4.87  -1.03
C3 0.92 0.55 0.60  -0.50
C4 1.87 3.01 -0.63  0.20
C5 4.36 -3.17 -1.60  -0.90
C6 4.70 2.71 0.76  0.03
C7 2.12 1.67 0.34  0.32
C8 6.26 0.03 -3.78  -1.16
C9 3.61 1.48 1.08  0.44
C10 4.57 4.58 -3.71  -0.31
C11 3.14 4.15 -2.99  -0.49
C12 4.84 -0.39 -5.64  -0.96
C13 3.97 0.19 2.06  -0.55
C14 6.05 4.36 -3.01  -0.40
C15 2.10 0.79 -3.97  -1.05
C16 -8.20 0.22 5.50  -0.99
C17 2.76 -0.93 2.33  -0.37
C18 1.65 -1.49 -4.47  -1.08
C19 -4.60 -2.18 3.16  -0.93
C20 4.70 3.32 -0.77  0.40
C21 4.12 -3.50 -3.94  -1.10
C22 1.30 -0.70 1.61  0.31
C23 3.21 3.50 -1.48  0.32
C24 6.12 3.71 -1.49  -0.42
C25 -8.21 1.36 2.27  -1.20
C26 -6.06 1.85 3.16  -1.08
H1 -3.96 -2.77 3.83  0.34
H2 -5.40 1.73 4.02  0.28
H3 3.36 -3.50 -1.32  0.27
H4 -9.10 0.64 5.03  0.31
H5 -5.46 1.77 2.24  0.29
H6 -6.43 2.88 3.25  0.39
H7 -0.13 -4.24 1.85  0.36
H8 4.86 -4.31 -3.87  0.38
H9 1.44 0.83 -3.10  0.32
H10 5.03 -4.04 -1.59  0.35
H11 5.05 0.06 2.55  0.29
H12 4.12 -1.07 -6.11  0.30
H13 -8.12 -2.91 4.35  0.34
H14 4.24 -3.10 -4.95  0.25
H15 4.49 0.64 -5.75  0.27
H16 -8.49 -0.11 6.51  0.39
H17 4.74 -2.49 -0.83  0.24
H18 7.08 4.64 -3.51  0.30
H19 -4.02 0.13 4.38  0.36
H20 -9.10 0.73 2.37  0.36
H21 3.13 -3.95 -3.85  0.38
H22 1.53 1.08 -4.86  0.40
H23 -9.49 -1.80 4.22  0.34
H24 -4.15 -1.22 5.52  0.36
H25 7.12 -0.09 -4.44  0.39
H26 5.76 -0.50 -6.24  0.40
H27 2.89 1.54 -3.83  0.15
H28 -0.14 0.67 0.08  0.29
H29 -7.88 1.33 1.23  0.33
H30 6.01 1.09 -3.69  0.38
H31 2.10 4.32 -3.55  0.34
H32 1.03 -1.74 -3.61  0.24
H33 -3.96 -1.61 2.48  0.27
H34 2.97 -1.84 3.03  0.32
H35 1.01 -1.09 -5.27  0.40
H36 -8.52 2.39 2.51  0.34
H37 -8.85 -2.27 5.82  0.37
H38 2.06 -2.40 -4.89  0.32
H39 -5.36 0.04 5.55  0.26
H40 7.14 3.55 -0.91  0.33
H41 -5.17 -2.91 2.56  0.30
H42 4.51 5.08 -4.79  0.28
H43 -7.47 1.02 5.66  0.30
H44 6.57 -0.33 -2.79  0.34


Number 5 is which compound?
C26H44ClN6O5P3